# 1
Molecular formula: C12H12NO2
Method: DFT, ωB97M-V/def2-TZVPD

Output
- SMILES string: CC(=C=O)[C@@H]1C(=O)[N+](C)=C2C=CC=C[C@@H]21
- Energy relative to the best compared isomer or geometry (same formula, charge and spin): 8.7 kcal per mole
- F_max: 0.07842 hartree/bohr
- Highest occupied orbital energy: -0.450 hartree
- Total charge: +1
- Total energy: -18214.10017 eV
- Orbital gap: 6.7719 eV

Structure (XYZ):
```
27
C12H12NO2 (ωB97M-V/def2-TZVPD)
C -2.30802 2.62270 -0.40283
C -1.53144 1.46233 0.16272
C -1.15387 1.37499 1.44677
O -0.69596 1.24783 2.51127
C -1.05549 0.31696 -0.77547
C -1.50491 -0.89815 -0.06094
O -2.62690 -1.31618 -0.14442
N -0.38336 -1.67426 0.37845
C -0.50605 -2.63184 1.45122
C 0.72750 -1.10032 -0.08776
C 2.05754 -1.40900 0.24462
C 3.05144 -0.54039 -0.01322
C 2.81670 0.83797 -0.51682
C 1.60156 1.10322 -1.08500
C 0.49772 0.05949 -1.01503
H -3.35371 2.49063 -0.46184
H -2.00131 2.76296 -1.40628
H -1.96076 3.49156 0.08173
H -1.62619 0.57157 -1.75154
H -0.93782 -3.61854 1.11444
H 0.53920 -2.82292 1.81719
H -1.26752 -2.23384 2.10442
H 2.31354 -2.25578 0.77803
H 3.98306 -0.98041 0.07894
H 3.59469 1.45625 -0.88064
H 1.26588 2.06442 -1.58502
H 0.46447 -0.38128 -1.98296
```

# 2
Molecular formula: C3H6CuO3
Method: DFT, ωB97M-V/def2-TZVPD

Output
- 2S+1: 2
- Energy relative to the best compared isomer or geometry (same formula, charge and spin): 10.5 kcal per mole
- F_max: 0.06229 hartree/bohr
- Highest occupied orbital energy (spin up / spin down): -0.295 / -0.291 hartree
- Total charge: 0
- Total energy: -53986.69153 eV
- Orbital gap (spin up / spin down): 7.9672 / 6.5148 eV

Structure (XYZ):
```
13
C3H6CuO3 (ωB97M-V/def2-TZVPD)
C 0.08433 0.37773 -1.73956
O -0.05541 0.16539 -0.34555
C 0.37519 -1.04854 0.21097
C -0.41489 -1.45145 1.24769
O -1.26807 -0.62992 1.81579
H -0.65437 1.14768 -1.98748
H 1.08761 0.75930 -1.97107
H -0.07150 -0.58295 -2.25039
H 1.23243 2.08249 1.40401
H -0.48705 -2.52554 1.46470
Cu -0.98737 1.11584 1.06726
O 0.22710 2.30271 1.53232
H 0.93200 -1.71272 -0.44867
```

# 3
Molecular formula: C11H9F6IO5P
Method: DFT, ωB97M-V/def2-TZVPD

Output
- F_max: 0.05078 hartree/bohr
- Highest occupied orbital energy: -0.262 hartree
- Total charge: -1
- Total energy: -55489.43177 eV
- Orbital gap: 8.7701 eV

Structure (XYZ):
```
33
C11H9F6IO5P (ωB97M-V/def2-TZVPD)
O 1.95802 -3.10704 1.09797
C 2.49718 -2.55131 0.20485
O 3.29091 -1.39426 0.39051
C 2.63174 -0.31306 -0.33655
C 3.30683 -0.31220 -1.78035
C 4.74039 0.28363 -1.63361
O 5.20886 0.60156 -0.60331
I 5.90101 0.47430 -3.47706
O 1.26192 -0.70214 -0.47451
C 0.44656 0.36015 -0.82793
O 0.83728 1.46297 -1.07294
C -1.06810 0.01216 -0.94603
C -2.04520 0.42665 0.03805
C -3.42035 -0.00599 -0.18271
C -3.76708 -0.82071 -1.33734
C -2.79050 -1.21941 -2.32663
C -1.41730 -0.79301 -2.11071
H 2.41445 -3.01140 -0.82160
H 2.78102 0.65405 0.19318
H 2.67625 0.18802 -2.55047
H 3.44926 -1.38338 -2.09601
H -1.72259 1.02237 0.91750
H -4.17176 0.28267 0.58631
H -4.81559 -1.16219 -1.46643
H -3.00276 -1.85466 -3.21385
H -0.65658 -1.12732 -2.85484
F -2.56117 0.73423 2.90423
P -2.07419 2.00099 3.81494
F -2.66971 3.50829 3.67221
F -0.70225 1.15912 4.05578
F -1.36518 2.56358 2.45314
F -1.63576 2.42052 5.32570
F -3.51563 1.60284 4.45851
```

# 4
Molecular formula: C3H7NO2
Method: DFT, ωB97M-V/def2-TZVPD

Output
- Energy relative to the best compared isomer or geometry (same formula, charge and spin): 93.0 kcal per mole
- F_max: 0.01135 hartree/bohr
- Highest occupied orbital energy: -0.259 hartree
- Total charge: 0
- Total energy: -8806.49445 eV
- Orbital gap: 7.4709 eV

Structure (XYZ):
```
13
C3H7NO2 (ωB97M-V/def2-TZVPD)
C 0.80902 1.29297 1.99932
N -0.36000 1.03376 0.94560
C -0.05341 0.34769 -0.30443
O 0.60504 0.85653 -1.16729
O -0.59931 -0.86447 -0.32951
C -0.34560 -1.59396 -1.54510
H 0.95083 0.28911 2.43276
H -0.70466 1.96100 0.69863
H 1.66683 1.46590 1.32955
H -1.09719 0.54448 1.45014
H -0.69733 -1.02139 -2.40707
H -0.89836 -2.52792 -1.45275
H 0.72413 -1.78369 -1.64985
```